Record 1
Density functional theory data (wB97M-V/def2-TZVPD) for C17H17N5O2 in the gas phase at a distorted geometry.

```
! RIJCOSX wB97M-V def2-TZVPD def2/J DEFGRID3
* xyz 0 1
O -4.5564 2.6758 1.2534
N 1.8696 -0.1164 0.6373
C 0.4242 -2.3442 -2.2780
N 1.1186 0.9528 0.9416
C -5.4623 3.7134 1.5386
H -3.2969 4.9737 2.0388
H 4.1634 -0.5268 -1.8791
H 0.6166 3.2975 1.6660
H -0.8767 5.2044 2.2132
C -0.6563 -3.2251 -2.3165
C 1.8724 -4.0431 -1.2572
O 3.8663 0.9444 0.8657
H 2.8270 -4.3598 -0.8651
H -2.8263 0.9253 0.7615
H -5.3104 4.5734 0.8783
H -6.4526 3.2963 1.3623
C 0.7914 -4.8935 -1.3061
N 0.5599 -1.0444 -2.6704
C 1.6725 -2.7578 -1.7480
H 1.3941 -0.9839 0.3722
C -1.0002 1.9881 1.1819
H 0.8975 -5.9026 -0.9371
C -0.4491 -4.4914 -1.8234
N 1.7408 -0.6621 -2.4269
H -1.2584 -5.2059 -1.8337
C 3.8041 -1.4514 -1.4219
H 3.3991 -2.2030 0.5743
H 4.4213 -2.2888 -1.7631
C -2.6703 4.1300 1.7961
C -0.1452 0.8656 0.8604
H -0.6389 -0.0636 0.5416
C 3.2340 -0.0408 0.5860
H 4.9288 -1.3143 0.4049
C 3.8801 -1.3400 0.1099
N 2.4589 -1.6506 -1.8747
C -0.4545 3.2077 1.5945
C -1.2914 4.2594 1.8949
C -3.2224 2.9211 1.3861
H -1.6047 -2.9115 -2.7207
H -5.3880 4.0377 2.5818
C -2.3796 1.8545 1.0808
*
```

Calculated values
SMILES ... COc1cccc(/C=N/NC(=O)CCn2nnc3ccccc32)c1
Frontier orbital gap ... 8.64 eV

The molecule's Mulliken atomic charges, reported in e, are given here: number 1, O, carries -0.4069; number 2, N, carries 0.1969; number 3, C, carries 0.4668; number 4, N, carries -0.7592; number 5, C, carries -0.8463; number 6, H, carries 0.3897; number 7, H, carries 0.3949; number 8, H, carries 0.4965; number 9, H, carries 0.3588; number 10, C, carries -0.8330; number 11, C, carries -0.9226; number 12, O, carries -0.5913; number 13, H, carries 0.4150; number 14, H, carries 0.3866; number 15, H, carries 0.3434; number 16, H, carries 0.2393; number 17, C, carries -0.5701; number 18, N, carries -0.5376; number 19, C, carries 0.9973; number 20, H, carries 0.3012; number 21, C, carries 1.0264; number 22, H, carries 0.3755; number 23, C, carries -0.4427; number 24, N, carries -0.5553; number 25, H, carries 0.3813; number 26, C, carries -0.8555; number 27, H, carries 0.3522; number 28, H, carries 0.4091; number 29, C, carries -0.4591; number 30, C, carries -0.2702; number 31, H, carries 0.3141; number 32, C, carries 0.3774; number 33, H, carries 0.4000; number 34, C, carries -0.5453; number 35, N, carries 0.7186; number 36, C, carries -0.7546; number 37, C, carries -0.7851; number 38, C, carries 0.7016; number 39, H, carries 0.4600; number 40, H, carries 0.3431; number 41, C, carries -0.7109



Record 2
Density functional theory data (wB97M-V/def2-TZVPD) for a molecular structure, C17H17N6PdS3.

```
! RIJCOSX wB97M-V def2-TZVPD def2/J DEFGRID3
* xyz 3 1
H 4.1167 -1.8722 3.3896
C -0.5501 2.6666 -0.5584
H -0.9221 -3.9009 -2.8204
S -0.9081 -2.4076 -0.4457
N 1.9146 -0.1774 0.5799
H -0.8863 4.7131 -1.0881
N -0.4872 -3.0071 -3.0326
H 3.4336 1.1416 0.9789
S 2.2143 -3.2593 2.8738
Pd -0.1491 -0.2778 0.1804
H -1.5487 2.3337 -0.8053
C 1.1054 4.3792 -0.3422
C 1.9989 3.4158 0.1262
H -5.3446 -0.4262 0.3914
N -2.0775 0.1954 0.7497
C 2.4180 0.9973 0.6220
H 3.0174 3.6727 0.3863
H 1.4161 5.4119 -0.4320
H 3.9607 -3.2841 4.4747
H -5.4256 0.9169 2.5008
C -3.2264 -0.2858 0.2436
C -0.1724 3.9961 -0.7066
C -2.1120 0.9349 1.8810
C 1.5654 2.1137 0.2317
S 0.2096 -1.6233 2.1419
N 2.6629 -1.2245 1.0931
C 3.9054 -2.9359 3.4458
C 0.6918 -0.6785 -3.5222
C -4.4842 0.7198 2.0051
C -0.0692 -2.7673 -4.2979
H -3.1628 -0.8636 -0.6645
H 4.5888 -3.5039 2.8173
N 0.2963 1.7534 -0.0805
N 0.2595 -0.9330 -2.2860
H 0.8786 -1.3406 -5.5768
C 0.5329 -1.5715 -4.5800
C -3.2956 1.2162 2.5250
C -4.4442 -0.0313 0.8410
C 1.9117 -1.9533 1.8223
H 1.1888 0.2725 -3.6732
H -3.2777 1.8132 3.4263
H -1.1702 1.3064 2.2595
C -0.3405 -2.0913 -2.0517
H -0.2327 -3.5539 -5.0232
*
```

Calculated values
Frontier orbital gap (alpha / beta) ... 6.10 / 6.10 eV

The molecule's Mulliken atomic charges, reported in e, are given here: number 1, H, carries 0.2873; number 2, C, carries -0.2664; number 3, H, carries 0.3026; number 4, S, carries -0.0527; number 5, N, carries 0.7491; number 6, H, carries 0.4556; number 7, N, carries -0.0066; number 8, H, carries 0.4731; number 9, S, carries 0.1246; number 10, Pd, carries 0.1244; number 11, H, carries 0.5704; number 12, C, carries -0.3442; number 13, C, carries -0.7957; number 14, H, carries 0.4607; number 15, N, carries 0.2113; number 16, C, carries -0.4637; number 17, H, carries 0.5074; number 18, H, carries 0.4687; number 19, H, carries 0.4020; number 20, H, carries 0.4447; number 21, C, carries -0.1765; number 22, C, carries -0.8066; number 23, C, carries 0.0099; number 24, C, carries 0.6569; number 25, S, carries -0.0355; number 26, N, carries -1.0553; number 27, C, carries -0.8002; number 28, C, carries 0.1625; number 29, C, carries -0.1790; number 30, C, carries -0.0446; number 31, H, carries 0.4860; number 32, H, carries 0.3237; number 33, N, carries 0.2902; number 34, N, carries -0.2333; number 35, H, carries 0.4426; number 36, C, carries -0.8580; number 37, C, carries -0.9397; number 38, C, carries -0.8798; number 39, C, carries 0.6281; number 40, H, carries 0.4605; number 41, H, carries 0.4567; number 42, H, carries 0.4969; number 43, C, carries 0.4979; number 44, H, carries 0.4437



Record 3
Density functional theory data (wB97M-V/def2-TZVPD) for C17H17NO2 in the gas phase at a distorted geometry.

```
! RIJCOSX wB97M-V def2-TZVPD def2/J DEFGRID3
* xyz 0 1
N -0.3025 -0.3915 1.1227
C -1.7716 3.5344 0.1014
H -1.9290 1.7420 1.2244
H -0.3992 -2.6334 0.0275
H 1.7136 0.5144 -1.9802
H 0.7738 -4.3103 -1.3666
H -1.3459 -2.4648 2.5929
C 1.7792 -2.8235 -2.5946
C -1.4551 2.2015 0.3652
H 1.2356 -1.9561 2.3531
H 2.2444 -3.5495 -3.2669
H -1.4096 5.2235 -1.2033
H -2.5313 4.0208 0.7087
C -1.2778 -0.3170 2.1873
C 0.4345 -0.9364 -1.0163
H 2.1557 -0.7364 3.2882
C 1.4059 -0.5247 -1.9289
H -2.8762 -1.7482 1.9729
C 0.9369 0.0581 1.6897
C -0.5793 1.4784 -0.4428
C 0.2700 -2.3015 -0.7748
C -0.5307 -0.0391 -0.2422
C -0.0144 2.1373 -1.5351
C -0.2174 3.5032 -1.7376
H -2.3516 -1.3889 3.6351
H -1.5346 -0.3859 -0.5512
H 2.6325 -1.0932 -3.6030
C -1.9949 -1.5806 2.6125
H 2.6868 -1.1906 1.6608
O -1.4950 0.7072 2.8133
C -1.1500 4.1974 -0.9626
C 1.7986 -1.0281 2.2903
H 0.3121 3.9882 -2.5513
C 2.0070 -1.4595 -2.7847
H 0.5517 1.5837 -2.2746
C 0.9460 -3.2492 -1.5448
O 1.2819 1.2183 1.7156
*
```

Calculated values
SMILES ... CC(=O)N(C(C)=O)C(c1ccccc1)c1ccccc1
Frontier orbital gap ... 9.22 eV

The molecule's Mulliken atomic charges, reported in e, are given here: number 1, N, carries 0.7510; number 2, C, carries -0.8496; number 3, H, carries 0.2191; number 4, H, carries 0.3020; number 5, H, carries 0.5828; number 6, H, carries 0.3986; number 7, H, carries 0.2792; number 8, C, carries -0.3792; number 9, C, carries -0.2381; number 10, H, carries 0.2696; number 11, H, carries 0.3617; number 12, H, carries 0.3784; number 13, H, carries 0.3966; number 14, C, carries 0.3860; number 15, C, carries 0.3361; number 16, H, carries 0.4221; number 17, C, carries -0.0354; number 18, H, carries 0.2611; number 19, C, carries 0.6088; number 20, C, carries 0.7157; number 21, C, carries -0.4754; number 22, C, carries 0.3490; number 23, C, carries -0.5461; number 24, C, carries -1.0128; number 25, H, carries 0.4468; number 26, H, carries 0.3590; number 27, H, carries 0.4016; number 28, C, carries -1.3785; number 29, H, carries 0.2857; number 30, O, carries -0.5469; number 31, C, carries -0.4515; number 32, C, carries -1.3217; number 33, H, carries 0.3936; number 34, C, carries -0.9834; number 35, H, carries 0.4996; number 36, C, carries -0.6870; number 37, O, carries -0.4985



The calculation returns the following DFT total energy values, one per record and in order: -29448.8313, -62802.7353, -23488.5312 eV.
The calculation returns the following ΔE to the lowest compared entry with this formula, charge and spin values, one per record and in order: 31.1, 11.8, 55.6 kcal per mole.